C15H19F4NO4S | wB97M-V/def2-TZVPD

```
44
Properties=species:S:1:pos:R:3:nbo_charge:R:1
C 3.552 1.371 0.230 -0.6200
C 2.719 2.269 1.168 -0.4060
C 1.346 2.612 0.622 -0.2187
N 0.599 1.397 0.288 -0.6498
C -0.659 1.693 -0.321 0.2133
O -1.455 2.659 0.363 -0.6788
S -2.677 2.926 -0.677 2.5547
O -2.286 3.810 -1.713 -0.8963
O -3.817 3.228 0.105 -0.8776
O -2.744 1.428 -1.199 -0.6984
C -1.624 0.586 -0.714 0.2064
C -1.277 -0.249 -1.938 -0.4160
C 0.050 -1.032 -1.961 -0.4453
C 0.241 -2.052 -0.862 0.0546
C 1.043 -1.862 0.259 -0.2650
C 1.172 -2.846 1.244 -0.1892
C 0.510 -4.061 1.110 -0.2136
C -0.268 -4.274 -0.024 -0.1857
C -0.406 -3.287 -0.993 -0.2338
C -2.310 -0.256 0.452 0.6086
F -2.504 -1.521 0.057 -0.3122
F -3.523 0.240 0.729 -0.3014
C -1.507 -0.247 1.792 0.4912
F -1.696 -1.451 2.397 -0.3334
F -2.010 0.685 2.607 -0.3134
H 3.071 1.192 -0.732 0.1853
H 4.518 1.811 0.003 0.2226
H 3.738 0.387 0.652 0.2145
H 3.255 3.206 1.278 0.2146
H 2.637 1.781 2.134 0.2111
H 1.440 3.317 -0.213 0.1741
H 0.804 3.111 1.420 0.2169
H 1.132 0.905 -0.418 0.3756
H -0.453 2.182 -1.297 0.1637
H -1.233 0.469 -2.756 0.2344
H -2.094 -0.915 -2.184 0.2442
H 0.916 -0.380 -2.067 0.2016
H 0.027 -1.605 -2.885 0.2324
H 1.595 -0.945 0.402 0.2059
H 1.784 -2.651 2.110 0.2129
H 0.620 -4.813 1.874 0.2179
H -0.762 -5.228 -0.142 0.2146
H -1.025 -3.463 -1.861 0.2086
H -0.436 -0.129 1.662 0.1748
```

Values from the calculation:
- calculated total energy (Eh) = -1736.30873
- gap between HOMO and LUMO (eV) = 9.92